Here is a 5-piece molecular cluster, C28H40ClF12O16P overall from the Open Molecules 2025 dataset. Energies are from wB97M-V/def2-TZVPD.

The calculation puts the molar mass at 927.02 g/mol. Its SMILES is CC(=O)OCCCCCC(=O)O[C@@](Cl)(CCOC=O)P(O)O.CCOC(=O)C(F)(F)F.CCOC(=O)C(F)(F)F.CCOC(=O)C(F)(F)F.CCOC(=O)C(F)(F)F. The value obtained for the total energy is -4294.4585 Ha. The value obtained for the HOMO-LUMO gap is 9.426 eV. Its net charge is 0. As for the max |F|: 8.99 eV/Å.

Last column: Löwdin charge in e.
Cartesian coordinates (Å):
C (9.306, 0.757, 4.826)  -0.463
H (7.836, -0.014, 0.589)  0.083
H (1.253, 1.763, -1.466)  0.127
C (9.715, 6.078, 6.482)  -0.206
C (6.909, 0.159, 1.147)  -0.060
H (-1.443, 0.355, -0.167)  0.089
H (-5.341, -4.827, -5.683)  0.079
H (6.058, -0.075, 0.501)  0.080
O (-10.656, -2.839, -2.994)  0.013
C (0.312, 1.864, -0.738)  -0.192
F (9.479, 1.983, 5.396)  0.125
H (9.676, 6.264, 7.560)  0.126
H (1.297, 0.108, 5.911)  0.144
F (-12.741, -3.487, -0.159)  0.140
O (-7.258, -2.942, -5.739)  0.131
H (11.098, 4.424, 6.619)  0.089
H (-11.019, -4.108, -5.301)  0.082
H (0.873, -2.083, -3.138)  0.142
O (-1.285, -2.061, -2.890)  -0.114
C (0.011, -1.318, -2.890)  -0.169
H (0.923, -1.287, 4.694)  0.125
H (0.003, -0.382, -3.600)  0.133
O (-5.966, -3.015, -7.634)  0.017
H (-4.855, -2.360, -5.984)  0.103
H (-9.442, -4.934, -5.347)  0.075
H (-0.204, -1.726, -0.656)  0.095
C (-2.583, -0.362, -4.660)  -0.009
C (-4.533, -4.482, -6.335)  -0.061
H (-3.415, -1.360, 1.361)  0.066
H (-3.592, -4.540, -5.780)  0.060
H (-1.861, 0.039, -5.507)  0.108
C (0.236, -0.838, -1.317)  -0.173
F (-9.534, -3.102, -7.370)  0.137
C (10.096, 4.632, 6.229)  -0.074
C (-12.100, -2.736, -1.099)  -0.472
F (-8.214, -3.730, -8.987)  0.144
C (-7.160, -2.952, -6.964)  -0.311
C (-9.625, -3.452, -3.785)  -0.215
H (10.120, 4.411, 5.158)  0.074
O (9.764, 6.740, 3.864)  0.143
H (-2.537, 0.358, -3.733)  0.074
C (11.705, 8.212, 4.171)  -0.472
H (-3.672, -0.509, -5.078)  0.090
F (11.873, 8.265, 2.819)  0.140
H (6.885, -1.749, 2.132)  0.129
O (-2.260, -2.935, -4.923)  -0.037
H (-1.247, 0.753, -2.005)  0.091
C (-0.206, 2.269, 1.944)  -0.224
H (1.365, -0.744, -1.012)  0.119
F (-11.571, -1.668, -0.437)  0.141
Cl (-0.226, -1.042, 2.109)  0.647
H (5.967, -0.513, 2.988)  0.100
F (11.422, 9.485, 4.570)  0.142
H (-10.642, -5.339, -4.104)  0.078
C (0.923, 1.976, 0.788)  -0.103
O (-3.271, -1.719, 2.286)  -0.353
H (-3.951, -2.740, -7.448)  0.130
F (9.330, -0.145, 5.849)  0.144
H (-1.190, 0.206, 5.359)  0.112
H (9.383, 3.954, 6.707)  0.077
O (10.708, 6.964, 5.943)  0.010
H (1.645, 2.926, 0.778)  0.142
H (1.628, 1.047, 1.027)  0.107
C (-0.466, 0.644, 4.517)  -0.148
O (8.049, -0.455, 3.201)  0.010
F (12.929, 7.913, 4.693)  0.139
C (-8.325, -2.852, -7.948)  -0.465
F (-8.419, -1.612, -8.507)  0.146
H (-0.195, 2.897, -1.023)  0.125
C (0.992, -0.100, 4.776)  -0.210
H (-9.181, -2.660, -4.395)  0.104
C (-10.210, -4.521, -4.688)  -0.065
H (-4.342, 0.813, 2.350)  0.081
H (8.723, 6.312, 6.079)  0.128
H (-4.489, -5.176, -7.181)  0.086
C (6.877, -0.689, 2.404)  -0.212
H (-0.403, 1.811, 4.761)  0.150
H (-8.829, -3.852, -3.147)  0.130
C (-2.018, -1.850, -4.148)  -0.255
C (-11.038, -3.521, -1.868)  -0.325
O (-10.555, -4.596, -1.521)  0.141
C (-0.638, 0.552, -1.000)  -0.197
F (-13.075, -2.235, -1.911)  0.139
H (6.878, 1.225, 1.388)  0.080
O (-0.045, 3.384, 2.710)  -0.016
F (10.427, 0.522, 4.086)  0.144
C (2.942, -0.606, 3.406)  -0.162
O (-4.008, 0.858, 3.313)  -0.320
O (3.458, -0.571, 2.170)  -0.061
O (7.074, 1.435, 4.061)  0.144
C (8.023, 0.657, 4.002)  -0.322
C (10.622, 7.221, 4.599)  -0.324
H (3.190, -1.530, 4.114)  0.176
C (-4.785, -3.067, -6.819)  -0.215
O (-1.414, 1.474, 2.211)  -0.155
P (-2.888, -0.474, 3.441)  0.949
O (2.084, 0.467, 3.937)  -0.132
C (-1.143, 0.305, 3.062)  -0.781